{
  "formula": "C4H9NO2",
  "method": "ωB97M-V/def2-TZVPD",
  "smiles": "C[C@@H](CO)NC=O",
  "e_lumo_ev": 0.743,
  "mol_weight_g_mol": 103.1,
  "total_energy_ha": -363.0556,
  "de_lowest_kj_mol": 78.5,
  "homo_lumo_gap_ev": 10.66,
  "homo_energy_ev": -9.91,
  "total_charge": 0,
  "elements": ["C", "C", "C", "O", "N", "C", "O", "H", "H", "H", "H", "H", "H", "H", "H", "H"],
  "positions_angstrom": [[-1.12310, 1.45067, -0.23437], [-0.27032, 0.28002, 0.24030], [-1.00060, -1.06123, 0.13428], [-0.43406, -2.07098, 0.92411], [0.98885, 0.31281, -0.50832], [2.13736, -0.26364, -0.09633], [2.22655, -1.09666, 0.79247], [-0.55311, 2.38523, -0.19314], [-2.00964, 1.56658, 0.39479], [-1.45617, 1.29476, -1.26772], [-0.01338, 0.41123, 1.29657], [-2.03299, -0.92106, 0.48403], [-1.04803, -1.35091, -0.92914], [0.53402, -1.95886, 0.92301], [1.03429, 0.90649, -1.32214], [3.02034, 0.11553, -0.63842]]
}